(1)
Below is a cluster of 13 separate species, C54H143N9O22 in total, with properties calculated with ωB97M-V with the def2-TZVPD basis set.

Relative energy (zero: lowest compared OMol25 entry of this formula, charge and spin)   93.8 kcal per mole
HOMO   -8.2133 eV

The geometry in ORCA input format:
```
! RIJCOSX wB97M-V def2-TZVPD def2/J DEFGRID3
* xyz 0 1
O 2.02515 -0.35932 2.13109
H 1.84216 0.07431 2.97293
H 2.83427 0.03656 1.71559
O -0.71600 0.76808 -2.12969
H 0.13444 1.26022 -2.08793
H -0.59353 0.18224 -1.35566
O 4.84174 -0.01446 1.14838
H 5.22483 -0.66672 1.75412
H 4.58254 -0.45874 0.28833
O 0.17178 -0.93308 -0.06064
H -0.32954 -1.72414 0.25757
H 0.70010 -0.73584 0.73920
C 0.16876 1.90583 -5.31104
O -0.45626 0.99689 -6.16535
C -0.84647 -0.18866 -5.50162
C -1.31230 -1.30695 -6.52795
N -2.22848 -0.74271 -7.48319
C -2.90734 -1.73177 -8.36325
C -3.79139 -0.99435 -9.35626
O -4.07912 -1.74737 -10.49905
C -3.04075 -1.83676 -11.40952
H 0.20308 2.85364 -5.86186
H 1.11059 1.47936 -4.97316
H -0.45644 2.07511 -4.37301
H -1.66900 0.06558 -4.78545
H 0.00436 -0.60411 -4.85212
H -1.74776 -2.15920 -6.10698
H -0.38876 -1.51848 -7.10452
H -1.83635 0.05312 -7.95718
H -3.46733 -2.17594 -7.59287
H -2.21627 -2.47289 -8.80124
H -3.26821 -0.04528 -9.64874
H -4.69952 -0.76025 -8.78706
H -2.28575 -2.50061 -11.09316
H -2.70426 -0.82376 -11.58174
H -3.42255 -2.29479 -12.37136
C 3.26341 5.20491 -6.11242
O 3.37777 4.51087 -4.94129
C 4.13322 5.16186 -3.93327
C 3.52429 4.92611 -2.61670
N 2.24717 5.67485 -2.46530
C 1.51882 5.54858 -1.22972
C 0.75302 4.20333 -1.07160
O 1.51702 3.04069 -0.78951
C 2.13187 3.04646 0.47113
H 2.49391 5.94640 -6.04743
H 2.95423 4.51409 -6.86663
H 4.16602 5.74579 -6.41187
H 4.19742 6.21278 -4.15379
H 5.15365 4.68552 -3.95878
H 4.24354 5.21198 -1.80143
H 3.31334 3.87054 -2.42397
H 2.36066 6.62430 -2.82870
H 0.65525 6.26208 -1.24718
H 2.19777 5.73325 -0.37078
H 0.23750 3.88495 -1.95374
H 0.02931 4.33353 -0.25175
H 2.98473 3.81142 0.41774
H 2.41180 2.02926 0.69371
H 1.38168 3.30082 1.25936
C 0.69234 4.72834 7.98679
O 1.97181 4.40036 7.40844
C 2.63726 3.36838 8.06328
C 3.86033 2.96071 7.28817
N 3.50097 2.71622 5.90673
C 4.55947 2.51594 4.93304
C 3.98005 2.54367 3.51582
O 3.24338 3.76885 3.34849
C 4.02485 4.89697 3.13875
H 0.19726 5.32198 7.15653
H 0.79662 5.47364 8.81059
H 0.18202 3.79379 8.24132
H 2.01865 2.48522 8.13942
H 3.04277 3.65371 9.06538
H 4.32827 2.04303 7.66433
H 4.61391 3.74533 7.46712
H 3.05763 3.58417 5.58919
H 5.09153 1.54895 5.07944
H 5.31896 3.36360 5.14028
H 3.36837 1.67650 3.23615
H 4.83669 2.45633 2.80668
H 4.84576 4.81956 2.42219
H 4.49825 5.24717 4.07417
H 3.33158 5.69140 2.85286
C -6.68283 -3.74506 -7.84142
O -6.92270 -2.59040 -7.11369
C -6.08373 -2.59378 -5.96666
C -6.60056 -1.55376 -4.97870
N -5.83592 -1.67378 -3.73672
C -4.50373 -1.06771 -3.91314
C -4.04998 -0.68871 -2.47009
O -5.08693 0.20248 -1.92678
C -4.52057 0.83946 -0.80212
H -6.79856 -4.64911 -7.24428
H -5.59485 -3.67820 -8.18533
H -7.34510 -3.74516 -8.74812
H -5.03367 -2.39571 -6.24221
H -6.07657 -3.59377 -5.38545
H -7.65878 -1.71117 -4.75782
H -6.37273 -0.58031 -5.43519
H -6.37386 -1.10375 -3.03160
H -4.45029 -0.09443 -4.43639
H -3.89471 -1.85851 -4.37534
H -3.19788 -0.02004 -2.40671
H -3.91541 -1.53961 -1.79272
H -5.22266 1.63323 -0.45010
H -3.51897 1.29846 -1.01159
H -4.39262 0.16108 0.04384
C -0.20044 -4.39822 5.05020
O 0.72428 -3.57102 4.34878
C 2.01652 -4.06788 4.28120
C 2.71418 -3.34772 3.14572
N 4.10006 -3.73054 3.06529
C 4.93336 -3.05450 4.15550
C 6.40595 -2.89610 3.82597
O 6.43429 -2.13636 2.68204
C 7.73408 -1.88653 2.24206
H -0.14766 -4.22754 6.16470
H 0.04737 -5.47485 4.82882
H -1.12571 -4.09804 4.56977
H 2.00894 -5.13192 3.98023
H 2.58768 -4.01518 5.18491
H 2.50288 -2.27186 3.20569
H 2.23255 -3.60568 2.22781
H 4.41054 -3.47054 2.17411
H 4.62753 -3.64268 5.06074
H 4.49315 -2.02270 4.20668
H 6.90669 -3.86301 3.68248
H 6.93647 -2.35160 4.63303
H 8.26759 -1.42299 3.06724
H 7.55213 -1.19930 1.35225
H 8.27656 -2.71669 1.81674
C 5.71874 -4.61134 0.13674
O 4.88311 -3.50566 0.17414
C 3.75711 -3.63606 -0.70015
C 2.95925 -2.40922 -0.84026
N 3.69576 -1.14990 -1.29716
C 2.79175 -0.29711 -2.10441
C 3.64354 0.81698 -2.71104
O 4.77549 0.32102 -3.40715
C 4.47688 -0.08756 -4.77261
H 6.43860 -4.46277 0.93843
H 6.21669 -4.66211 -0.80284
H 5.21656 -5.56995 0.36300
H 3.18758 -4.46628 -0.29190
H 4.14703 -3.82542 -1.67601
H 2.64184 -2.05303 0.11472
H 2.08767 -2.57294 -1.44729
H 4.46363 -1.37603 -1.91988
H 1.94570 0.10021 -1.52851
H 2.25536 -0.81327 -2.94189
H 4.01606 1.47120 -1.88754
H 2.92697 1.50945 -3.25260
H 3.87336 0.65762 -5.26149
H 3.84249 -0.98203 -4.71201
H 5.37349 -0.30874 -5.34591
C -2.93023 -0.01135 5.01422
O -1.61585 0.37309 5.34712
C -1.14584 1.33646 4.44215
C 0.17675 1.82053 5.01274
N 1.34428 0.96560 4.63090
C 1.27669 -0.43626 4.99642
C 1.06600 -0.74520 6.43033
O 2.06360 -0.07049 7.16429
C 2.14439 -0.41420 8.49255
H -3.09170 -1.00842 5.36546
H -3.10594 -0.05343 3.94547
H -3.68086 0.70700 5.39841
H -1.88618 2.15196 4.46454
H -1.11270 1.03231 3.39472
H 0.10242 2.01368 6.12688
H 0.37641 2.82403 4.68330
H 2.04908 1.37735 5.22198
H 2.20743 -0.85406 4.65671
H 0.51932 -0.95197 4.48631
H 1.08890 -1.87212 6.62095
H 0.04779 -0.47129 6.78111
H 2.89946 0.31330 8.86792
H 2.47110 -1.51910 8.59380
H 1.22186 -0.13359 9.01349
C -1.81575 -1.95709 2.16650
O -1.70033 -2.65296 0.89079
C -1.76244 -4.08691 1.03062
C -1.96268 -4.73370 -0.31176
N -0.75406 -4.57795 -1.08111
C -0.76480 -3.56528 -2.21127
C -2.04340 -3.51939 -3.00945
O -2.16856 -4.72622 -3.65836
C -3.31471 -4.85612 -4.39580
H -1.83878 -0.90783 2.05082
H -0.87083 -2.13197 2.69900
H -2.67422 -2.35997 2.64623
H -2.63129 -4.31763 1.80129
H -0.75668 -4.34554 1.50205
H -2.86879 -4.29843 -0.65458
H -2.11070 -5.81954 -0.10383
H -0.54293 -5.47028 -1.51030
H 0.11563 -3.92968 -2.82873
H -0.60312 -2.59267 -1.80185
H -1.99581 -2.70851 -3.72372
H -2.92741 -3.33544 -2.42466
H -3.32230 -5.88717 -4.68221
H -3.37282 -4.21155 -5.30259
H -4.15107 -4.63319 -3.70945
C -8.84376 0.41081 1.43917
O -7.81930 1.04410 2.22180
C -7.98794 2.43210 2.16430
C -6.72410 3.08243 2.85559
N -5.48138 2.95675 2.08013
C -4.36175 3.65452 2.69744
C -3.16082 3.44809 1.80791
O -2.71830 2.11744 1.85889
C -1.62617 1.91374 0.98741
H -8.70903 0.57049 0.38080
H -9.78820 0.72113 1.85608
H -8.76589 -0.66938 1.68507
H -8.85375 2.81191 2.68398
H -7.95431 2.80646 1.10855
H -6.50230 2.55528 3.79253
H -6.85967 4.13169 3.04638
H -5.18806 1.99503 1.99714
H -4.09235 3.27504 3.74521
H -4.50905 4.70095 2.83358
H -2.35911 4.20608 2.01102
H -3.50191 3.60784 0.76654
H -0.73408 2.48297 1.34906
H -1.96353 2.16177 0.02776
H -1.41013 0.85558 0.93721
*
```

(2)
Below is a structure of composition C22H36AsIrN2O8PTe, with properties calculated with ωB97M-V with the def2-TZVPD basis set.

Relative energy (zero: lowest compared OMol25 entry of this formula, charge and spin)   0.0 kcal per mole
HOMO   -11.0134 eV

The geometry in ORCA input format:
```
! RIJCOSX wB97M-V def2-TZVPD def2/J DEFGRID3
* xyz 1 1
Ir -0.21548 -0.42403 0.26441
O 4.61216 -2.65091 1.34487
C 3.76512 -3.08200 0.68904
O 2.92869 -3.55977 0.03816
C 1.72772 -0.07567 0.24004
O 2.82709 -0.54616 0.14152
O 1.22338 1.09143 0.43143
C 1.98564 -1.21596 3.31736
Te -0.05719 -0.72012 2.95002
C 0.47749 1.26632 3.52109
C 1.88563 1.18500 4.05676
C 2.47608 2.30358 4.64065
C 3.77747 2.24584 5.10480
C 4.50317 1.06585 4.98868
C 3.92077 -0.04884 4.41397
C 2.60880 0.00323 3.94844
H 2.45877 -1.46097 2.36868
H 2.02000 -2.08233 3.97505
H -0.22554 1.62975 4.26894
H 0.43316 1.88444 2.62517
H 1.91089 3.22380 4.72784
H 4.22821 3.11878 5.55744
H 5.52202 1.01674 5.34853
H 4.48534 -0.96836 4.31917
N -2.57593 -3.90414 0.39155
C -1.38782 -4.50064 0.04502
C -0.49065 -3.49057 -0.08319
N -1.12624 -2.29478 0.18390
C -2.38179 -2.57750 0.47150
H -3.44602 -4.37466 0.57270
H -1.28583 -5.56393 -0.07254
H 0.55746 -3.53329 -0.31723
H -3.12835 -1.84804 0.73405
C -3.02011 2.62169 2.25661
As -2.82772 1.84260 0.51552
C -1.53462 2.87073 -0.45039
C -4.51024 2.01608 -0.38302
O -2.44345 0.22010 0.65710
H -3.39567 3.64034 2.16914
H -2.04964 2.63304 2.75025
H -3.71733 2.01848 2.83491
H -1.76306 3.92951 -0.32884
H -1.58710 2.59729 -1.50235
H -0.53663 2.64851 -0.07422
H -4.79285 3.06572 -0.45097
H -5.26699 1.46597 0.17299
H -4.41209 1.59738 -1.38324
C 2.52542 -1.41705 -3.43665
C 1.43111 -2.07645 -2.63235
O 0.14919 -1.42419 -2.84622
P -0.31647 -0.19295 -1.95154
O 0.47267 1.08488 -2.43786
C 0.52885 1.48696 -3.83195
C 1.64095 2.49416 -3.97383
O -1.75883 0.07307 -2.59269
C -2.78745 -0.94087 -2.55777
C -3.77612 -0.64321 -3.65807
H 3.44849 -1.98504 -3.31576
H 2.71263 -0.40310 -3.08250
H 2.27443 -1.39508 -4.49752
H 1.67239 -2.04903 -1.57053
H 1.27259 -3.10870 -2.93933
H -0.44077 1.90851 -4.09912
H 0.70226 0.60261 -4.44593
H 1.46300 3.35794 -3.33399
H 1.69827 2.83461 -5.00795
H 2.59915 2.05406 -3.69991
H -3.25374 -0.90745 -1.57129
H -2.32833 -1.92111 -2.70065
H -4.20171 0.35427 -3.54137
H -4.59012 -1.36832 -3.63302
H -3.29458 -0.69803 -4.63352
*
```

(3)
Below is a structure of composition H28HeO14, with properties calculated with ωB97M-V with the def2-TZVPD basis set.

Relative energy (zero: lowest compared OMol25 entry of this formula, charge and spin)   23.8 kcal per mole
HOMO   -9.4071 eV

The geometry in ORCA input format:
```
! RIJCOSX wB97M-V def2-TZVPD def2/J DEFGRID3
* xyz 0 1
He -14.83102 -4.18058 -8.40440
O -16.30642 -1.28269 -5.54424
H -15.56990 -1.07350 -6.11870
H -16.59974 -0.43446 -5.21153
O -16.50908 -5.85639 -5.82208
H -17.16943 -5.31269 -5.39248
H -15.67895 -5.41762 -5.63611
O -19.23881 -3.94894 -8.07528
H -18.84699 -4.64482 -8.60297
H -18.51935 -3.33989 -7.90892
O -13.80051 -0.20082 -8.67979
H -13.51003 -0.82885 -8.01840
H -13.01024 0.28751 -8.91051
O -14.27726 -1.49695 -10.94923
H -14.93616 -2.11923 -10.64124
H -14.04823 -0.98605 -10.17286
O -17.57727 -1.87033 -7.95657
H -17.79645 -0.95839 -8.14775
H -17.14629 -1.83959 -7.10244
O -14.17315 -6.81392 -10.76854
H -14.01483 -7.75753 -10.79637
H -14.23690 -6.60868 -9.83578
O -13.14981 -2.19764 -6.48712
H -13.50852 -2.96771 -6.04604
H -12.56683 -1.80035 -5.84018
O -16.04445 -7.98267 -7.70359
H -16.40289 -8.76807 -7.29019
H -16.15679 -7.29402 -7.04833
O -15.76805 -5.45997 -12.49398
H -15.09256 -4.86381 -12.81730
H -15.35151 -5.92310 -11.76718
O -12.33675 -6.53380 -6.35499
H -11.60153 -6.42002 -5.75272
H -11.96419 -6.37207 -7.22175
O -10.99898 -3.54203 -7.50320
H -10.55452 -3.52139 -6.65570
H -11.75583 -2.96679 -7.39133
O -16.32131 -3.10614 -10.44294
H -16.97193 -2.83862 -9.79381
H -16.82892 -3.54857 -11.12325
O -13.78698 -4.81485 -4.85349
H -13.80789 -4.92630 -3.90303
H -13.20600 -5.50939 -5.16384
*
```

(4)
Below is a structure of composition C17H49AlBrCl2F2N3O12PS, with properties calculated with ωB97M-V with the def2-TZVPD basis set.

HOMO   -3.9354 eV

The geometry in ORCA input format:
```
! RIJCOSX wB97M-V def2-TZVPD def2/J DEFGRID3
* xyz -1 1
C 2.90861 -4.00230 0.85552
C 2.44399 -3.22924 2.19029
C 2.61871 -4.19143 3.46400
C 3.29938 -1.90762 2.25186
C 3.24778 -1.12910 3.61396
C 4.39962 -1.55629 4.61359
C 3.53114 0.40309 3.25865
O 2.31297 0.92165 2.72918
C 2.05451 2.24152 3.16390
Cl 3.26341 3.35227 2.32202
H 3.66077 -4.80179 1.08207
H 3.45653 -3.25112 0.22329
H 2.04248 -4.34417 0.23891
H 1.29341 -3.04151 2.06302
H 3.63152 -4.80113 3.35110
H 1.77092 -4.92301 3.53437
H 2.67457 -3.63752 4.44860
H 2.96146 -1.26093 1.39944
H 4.36443 -2.18653 2.00964
H 2.24411 -1.12805 4.10104
H 4.07618 -2.34562 5.35229
H 5.30793 -1.94964 4.08389
H 4.68286 -0.66325 5.21676
H 4.31552 0.40897 2.44928
H 3.94490 0.97719 4.11853
H 1.01931 2.47440 2.78992
O 3.03132 -7.20796 1.04044
H 3.51807 -7.96538 0.64874
H 2.83624 -7.35679 1.99320
H 2.21154 -6.99841 0.53296
Al 4.35465 -4.91378 5.22986
Br 0.40679 -3.05476 3.79265
O -2.97368 -1.04486 0.03198
P -2.89349 0.41416 -0.42503
N -2.54395 0.03872 -2.08585
C -1.84599 0.87018 -3.05153
C -3.59177 -0.71209 -2.78362
N -1.40875 0.73346 0.41758
C -0.16449 1.03314 -0.26520
C -1.11979 -0.09359 1.58375
N -3.01189 2.14331 -0.77843
C -2.84329 3.04254 0.39083
C -4.35085 2.47480 -1.33039
H -2.44396 1.72297 -3.40095
H -1.58552 0.27758 -3.93514
H -0.89791 1.25242 -2.68751
H -4.39916 -0.06269 -3.13946
H -4.04363 -1.46700 -2.14183
H -3.18049 -1.24794 -3.64651
H 0.17699 0.19311 -0.88358
H 0.63084 1.26835 0.45142
H -0.25225 1.93220 -0.87206
H -0.71931 -1.07463 1.29437
H -2.01500 -0.24812 2.18461
H -0.38828 0.39244 2.23662
H -3.50863 2.75989 1.21128
H -3.05322 4.08374 0.11843
H -1.82224 3.05411 0.76298
H -5.14933 2.20964 -0.63243
H -4.54052 1.95222 -2.26885
H -4.42365 3.54027 -1.55573
O 1.57361 1.93313 -2.41793
S 2.67093 2.85816 -2.41172
O 2.46386 4.27457 -2.51198
O 3.74002 2.40916 -3.53570
C 3.27627 2.25142 -4.87983
C 3.05859 3.58730 -5.56634
C 3.67593 2.52787 -0.99943
H 2.36799 1.64335 -4.90142
H 4.04972 1.69505 -5.41237
H 2.23649 4.13666 -5.10669
H 2.81892 3.44251 -6.62135
H 3.95036 4.21150 -5.48533
H 3.86436 1.45776 -0.94419
H 3.12993 2.85886 -0.11705
H 4.60665 3.08449 -1.09033
F -3.24369 5.79435 1.03276
F -2.11232 7.18356 1.86107
O -4.97764 -3.96189 -3.02953
H -4.27863 -3.74359 -3.65308
H -4.60579 -3.74307 -2.16746
O -8.05201 -2.49778 -3.01729
Cl -7.75392 -2.20895 -1.63141
O -8.67721 -1.20913 -1.13609
O -6.39813 -1.70791 -1.52115
O -7.88526 -3.41823 -0.84547
O -6.51391 6.62355 0.96686
H -6.88305 5.77796 1.23784
H -5.57863 6.43063 0.81158
*
```